{
  "formula": "C8H16NOS2",
  "method": "the ωB97M-V functional and the def2-TZVPD basis",
  "e_lumo_ev": -2.71,
  "homo_lumo_gap_ev": 9.58,
  "energy_ha": -1240.4556,
  "charge": 1,
  "smiles": "CC[N@H+]1COC(SS)=C1C(C)C",
  "relative_energy_kcal_mol": 0.0,
  "symbols": ["C", "C", "N", "C", "O", "C", "S", "S", "C", "C", "C", "C", "H", "H", "H", "H", "H", "H", "H", "H", "H", "H", "H", "H", "H", "H", "H", "H"],
  "xyz": [[-0.8069, 1.9275, 2.5141], [-0.0741, 0.8014, 1.8443], [-0.2732, 0.9481, 0.3927], [0.6421, 2.0229, -0.2629], [1.5341, 1.3502, -1.0778], [1.2608, -0.0012, -1.0200], [2.1882, -1.0152, -2.1172], [3.3848, 0.4549, -2.9471], [0.1120, -0.2296, -0.3221], [-0.7354, -1.4352, -0.1381], [-1.9473, -1.3108, -1.0390], [-0.0434, -2.7012, -0.5582], [-1.8604, 1.4905, 2.7160], [-0.3612, 2.2649, 3.4649], [-0.6676, 2.8464, 1.9133], [-0.4430, -0.1737, 2.0713], [0.9321, 0.9845, 1.9154], [-1.2418, 1.0925, 0.0969], [0.0040, 2.7275, -0.8765], [1.2723, 2.5412, 0.5932], [4.3795, 0.2264, -2.0771], [-1.0055, -1.5438, 0.8452], [-2.3325, -0.2977, -1.3005], [-2.7550, -2.0216, -0.5970], [-1.8698, -1.8229, -2.0428], [0.7948, -2.5495, -1.2601], [-0.5809, -3.4756, -1.0442], [0.4933, -3.1008, 0.3132]]
}

{
  "formula": "C8H16O4",
  "method": "the ωB97M-V functional and the def2-TZVPD basis",
  "e_lumo_ev": 0.60,
  "homo_lumo_gap_ev": 10.83,
  "energy_ha": -615.3783,
  "smiles": "CCOC(C)=O.CCOC(C)=O",
  "relative_energy_kcal_mol": 16.6,
  "symbols": ["C", "C", "O", "C", "C", "O", "H", "H", "H", "H", "H", "H", "H", "H", "C", "C", "O", "C", "C", "O", "H", "H", "H", "H", "H", "H", "H", "H"],
  "xyz": [[1.3654, -0.9821, -1.8049], [2.0481, -0.2220, -0.7619], [3.4422, -0.6227, -0.7981], [4.4001, 0.2534, -1.0314], [5.7884, -0.3373, -0.9477], [4.2065, 1.4158, -1.4685], [0.2873, -0.9715, -1.5723], [1.6908, -2.0301, -1.9171], [1.5237, -0.4600, -2.7635], [1.9468, 0.8791, -0.8146], [1.6944, -0.5452, 0.2360], [6.3011, -0.4609, -1.9165], [5.8013, -1.3042, -0.4170], [6.3450, 0.4013, -0.3467], [-1.8856, -0.0036, 2.8681], [-3.3032, 0.2866, 2.4108], [-3.2519, 0.2512, 1.0551], [-4.3223, 0.6445, 0.3776], [-4.1480, 0.5682, -1.1153], [-5.2683, 1.2426, 0.8795], [-1.7392, -1.0406, 2.5220], [-1.6807, 0.0381, 3.9510], [-1.1620, 0.6463, 2.3478], [-4.0296, -0.4810, 2.7403], [-3.6636, 1.2686, 2.7730], [-5.1609, 0.4727, -1.5414], [-3.5754, -0.3417, -1.3618], [-3.6501, 1.4345, -1.5823]]
}

{
  "formula": "C8H16O4S",
  "method": "the ωB97M-V functional and the def2-TZVPD basis",
  "e_lumo_ev": 0.32,
  "homo_lumo_gap_ev": 10.59,
  "energy_ha": -1013.3386,
  "smiles": "CCCCO[C@@H]1CCS(=O)(=O)OC1",
  "relative_energy_kcal_mol": 121.7,
  "symbols": ["C", "C", "C", "C", "O", "C", "C", "C", "S", "O", "O", "O", "C", "H", "H", "H", "H", "H", "H", "H", "H", "H", "H", "H", "H", "H", "H", "H", "H"],
  "xyz": [[3.5647, -0.7640, 0.5461], [2.6679, -0.1298, -0.7149], [1.8980, 1.2760, -0.2673], [0.6327, 1.6724, -1.2326], [-0.5660, 0.8356, -1.0650], [-1.1380, 0.9390, 0.2871], [-0.8389, -0.4493, 1.1707], [-1.5591, -1.7804, 0.5410], [-3.0427, -1.4439, -0.5512], [-2.9390, -2.2639, -1.8957], [-4.3049, -1.9099, 0.2730], [-3.2284, 0.1913, -1.0267], [-2.8035, 0.9818, 0.1414], [4.5315, -0.1276, 0.7759], [2.8964, -0.7831, 1.5070], [3.9158, -1.8623, 0.3459], [3.4242, 0.0195, -1.6034], [1.8013, -0.8674, -1.0508], [1.6480, 1.3085, 0.8932], [2.7156, 2.1312, -0.4247], [0.4546, 2.8239, -1.1161], [1.0096, 1.5127, -2.3540], [-0.7877, 1.9168, 0.8741], [0.3354, -0.6250, 1.1285], [-1.1800, -0.2285, 2.2932], [-1.8627, -2.5056, 1.4311], [-0.7545, -2.3820, -0.1000], [-3.2738, 0.4383, 1.0947], [-3.2165, 2.0758, 0.0997]]
}

{
  "formula": "C8H17AlClNO3P",
  "method": "the ωB97M-V functional and the def2-TZVPD basis",
  "e_lumo_ev": 3.07,
  "homo_lumo_gap_ev": 7.71,
  "energy_ha": -1639.4126,
  "charge": -1,
  "relative_energy_kcal_mol": 104.6,
  "symbols": ["C", "C", "C", "O", "Al", "O", "C", "C", "C", "C", "C", "N", "P", "O", "Cl", "H", "H", "H", "H", "H", "H", "H", "H", "H", "H", "H", "H", "H", "H", "H", "H", "H"],
  "xyz": [[2.9302, -2.0564, 1.4300], [2.7660, -1.8431, -0.0448], [2.0315, -0.5466, -0.7280], [2.8375, 0.3538, -1.6144], [1.4528, 1.3754, -2.3788], [0.4097, 1.3448, -0.7986], [0.9203, 0.3131, 0.1633], [-0.1885, -0.5270, 1.0526], [-1.5476, 0.3490, 1.3256], [-2.9285, -0.3039, 0.7311], [-2.8312, -0.8622, -0.8067], [-3.4165, 0.0513, -1.8608], [2.0211, 1.4343, 1.3014], [2.4308, 2.9364, 0.4664], [0.9515, 2.0660, 3.0319], [2.5844, -3.1005, 1.8913], [3.3184, -1.2595, 2.1955], [3.1596, -2.6992, -0.7597], [1.3200, -1.0536, -1.5346], [1.7160, 2.8645, -2.8432], [0.6391, 0.3834, -3.3183], [-0.4450, -1.5932, 0.5820], [0.3191, -0.7821, 2.1020], [-1.5006, 1.4653, 0.9761], [-1.6829, 0.3870, 2.5111], [-3.3240, -1.0772, 1.5172], [-3.7333, 0.5776, 0.7131], [-3.4830, -1.8617, -0.8382], [-1.7594, -1.1690, -1.1615], [-2.6266, 0.4294, -2.4291], [-4.0248, 0.8004, -1.4633], [1.6837, 3.6033, 0.5894]]
}

{
  "formula": "C8H17AlP2",
  "method": "the ωB97M-V functional and the def2-TZVPD basis",
  "e_lumo_ev": 0.33,
  "homo_lumo_gap_ev": 5.22,
  "energy_ha": -1240.0144,
  "symbols": ["C", "C", "C", "C", "C", "Al", "P", "H", "H", "H", "H", "H", "H", "H", "H", "C", "P", "C", "C", "H", "H", "H", "H", "H", "H", "H", "H", "H"],
  "xyz": [[-2.0580, 0.0655, -1.3985], [-2.1718, -1.3370, -1.4406], [-2.5478, -1.8264, -0.1449], [-2.6764, -0.7213, 0.7245], [-2.2850, 0.5124, 0.0205], [-0.2637, 1.4486, -0.2245], [0.3832, 2.8256, -1.9855], [-2.1513, 0.7557, -2.2548], [-1.9762, -1.9606, -2.3099], [-2.7612, -2.8686, 0.1070], [-2.6801, 1.5031, 0.2909], [-3.0661, -0.7289, 1.7551], [-0.1685, 4.1366, -1.7277], [-0.0062, 2.4690, -3.3299], [1.8190, 2.9935, -2.0132], [1.0131, -0.2622, 2.5361], [1.1436, -0.1335, 0.7139], [2.8080, 0.5491, 0.4149], [1.2891, -1.8835, 0.2068], [0.8639, 0.7299, 2.9652], [1.9244, -0.6998, 2.9521], [0.1574, -0.8884, 2.7997], [3.5454, 0.0402, 1.0439], [3.0785, 0.4164, -0.6366], [2.8240, 1.6186, 0.6427], [2.1618, -2.3530, 0.6833], [0.3930, -2.4469, 0.4895], [1.4078, -1.9542, -0.8800]]
}

{
  "formula": "C8H17ClNO4PS2",
  "method": "the ωB97M-V functional and the def2-TZVPD basis",
  "e_lumo_ev": -1.58,
  "homo_lumo_gap_ev": 5.24,
  "energy_ha": -2268.5486,
  "symbols": ["C", "P", "O", "C", "S", "C", "C", "S", "O", "O", "N", "C", "C", "C", "C", "O", "H", "H", "H", "H", "H", "H", "H", "H", "H", "H", "H", "H", "H", "H", "H", "H", "H", "Cl"],
  "xyz": [[0.5133, -0.4363, 3.8089], [0.6327, 0.7237, 2.3819], [-0.5416, 1.8574, 2.6667], [0.0863, -0.3800, 0.9718], [1.5065, -1.3541, 0.3527], [1.8331, -0.2143, -0.9370], [3.1098, -0.1090, -1.7092], [4.0852, -1.6280, -1.6373], [4.6881, -1.7586, -0.3526], [4.9374, -1.6287, -2.7763], [0.8311, 0.5580, -1.1607], [-0.3533, 0.2550, -0.3446], [-1.3204, 1.4267, -0.3793], [-2.7677, 1.0309, -0.1217], [-3.0801, -0.2351, -0.8807], [-4.4806, -0.5320, -0.8345], [0.9110, 0.0457, 4.6998], [-0.5415, -0.6627, 4.0158], [0.9904, -1.3893, 3.5769], [-0.4126, 2.1950, 3.5614], [-0.7989, -0.9423, 1.2877], [3.7185, 0.7417, -1.3981], [2.8690, 0.0369, -2.7672], [3.1615, -2.6253, -1.7650], [0.8413, 1.2747, -1.8794], [-0.7611, -0.5971, -0.9066], [-0.9730, 2.1776, 0.3388], [-1.2283, 1.8966, -1.3614], [-3.0053, 0.9866, 0.9498], [-3.3912, 1.8287, -0.5369], [-2.6459, -0.0529, -1.9627], [-2.5344, -1.1048, -0.4638], [-4.5709, -1.4772, -0.9662], [-1.8300, 0.0503, -3.5015]]
}

{
  "formula": "C8H17I2OP",
  "method": "the ωB97M-V functional and the def2-TZVPD basis",
  "e_lumo_ev": [-2.31, -2.31],
  "homo_lumo_gap_ev": [5.74, 5.74],
  "energy_ha": -1326.9277,
  "relative_energy_kcal_mol": 5.9,
  "symbols": ["C", "C", "C", "C", "C", "C", "C", "C", "O", "P", "I", "I", "H", "H", "H", "H", "H", "H", "H", "H", "H", "H", "H", "H", "H", "H", "H", "H", "H"],
  "xyz": [[1.5169, 1.8028, -0.7535], [1.7326, 0.0376, 0.9589], [0.5360, 2.0639, 1.6799], [-1.0995, -1.9601, -0.3225], [-0.4787, -0.5336, -2.2851], [-0.5762, 0.5719, 0.0872], [0.8424, 1.1366, 0.4474], [-0.7536, -0.5288, -0.8375], [-4.5280, 0.1079, -2.1298], [-3.7306, -0.2247, -0.9748], [-4.0372, 1.9296, 0.4955], [-5.1188, -1.8999, 0.2954], [2.2226, 1.1258, -1.3810], [2.3357, 2.5504, -0.4227], [0.7064, 2.2499, -1.3899], [1.1358, -0.4854, 1.6618], [2.6114, 0.4179, 1.4704], [1.9380, -0.7656, 0.3422], [0.2368, 1.3732, 2.4850], [-0.4361, 2.6321, 1.3315], [1.5027, 2.5316, 1.8648], [-1.5762, -1.9980, 0.7423], [-0.1574, -2.5738, -0.2846], [-1.8403, -2.3282, -1.0174], [0.5790, -0.8017, -2.4164], [-0.5423, 0.4517, -2.7056], [-1.0182, -1.2628, -3.0663], [-1.0041, 0.2166, 1.1091], [-1.0231, 1.5529, -0.3335]]
}

{
  "formula": "C8H17MgNO7P",
  "method": "the ωB97M-V functional and the def2-TZVPD basis",
  "e_lumo_ev": -7.17,
  "homo_lumo_gap_ev": 5.93,
  "energy_ha": -1437.7267,
  "charge": 1,
  "symbols": ["C", "C", "C", "C", "N", "P", "O", "O", "O", "O", "C", "C", "C", "O", "C", "O", "O", "H", "H", "H", "H", "H", "H", "H", "H", "H", "H", "H", "H", "H", "H", "H", "H", "H", "Mg"],
  "xyz": [[-2.0481, -0.4244, 2.7962], [-2.6178, 0.5138, 1.6756], [-2.0982, 0.2196, 0.2405], [-0.5260, 0.2932, 0.0673], [0.0919, -0.9015, 0.5870], [-0.2968, -2.3463, -0.1866], [-0.2841, -2.3280, -1.6453], [0.8721, -3.4128, 0.2959], [-1.7076, -2.9958, 0.3522], [-0.3165, 0.5771, -1.3526], [0.8825, 1.2601, -1.7156], [2.2103, 0.5203, -1.3786], [3.1920, 0.8515, -2.5746], [2.8296, 1.0033, -0.1992], [-0.0823, 1.4649, 1.0005], [-0.6015, 2.6210, 0.7085], [0.6677, 1.3564, 1.9208], [-2.3172, -1.4571, 2.4862], [-0.9647, -0.3191, 2.9432], [-2.6354, -0.2278, 3.7135], [-3.7083, 0.2889, 1.6530], [-2.5704, 1.5843, 1.9578], [-2.4771, 1.0543, -0.4078], [-2.5259, -0.7042, -0.1859], [1.0778, -0.7928, 0.8167], [0.5757, -3.7284, 1.1671], [-1.5091, -3.5348, 1.1354], [0.8729, 1.3031, -2.8292], [0.9348, 2.3593, -1.3991], [2.0858, -0.5837, -1.4092], [3.0520, 1.9409, -2.7746], [4.2502, 0.7098, -2.3034], [2.9001, 0.3399, -3.5103], [3.7356, 0.6649, -0.2284], [-0.9440, 2.8302, -1.4169]]
}

{
  "formula": "C8H17MnOP2",
  "method": "the ωB97M-V functional and the def2-TZVPD basis",
  "e_lumo_ev": [3.24, 3.18],
  "homo_lumo_gap_ev": [2.70, 5.49],
  "energy_ha": -2223.8234,
  "charge": -1,
  "s_squared": 8.87,
  "spin_multiplicity": 6,
  "symbols": ["C", "C", "C", "C", "C", "Mn", "P", "H", "H", "H", "H", "H", "H", "H", "H", "C", "P", "C", "C", "O", "H", "H", "H", "H", "H", "H", "H", "H", "H"],
  "xyz": [[1.4009, -0.0545, -2.7358], [0.2549, 0.0072, -3.7693], [-0.5216, -1.1750, -3.7300], [-0.2273, -1.8322, -2.5385], [1.0640, -1.2863, -1.9446], [-0.3561, 0.1525, -1.6494], [-0.2411, 2.6475, -0.8252], [2.3146, 0.5972, -2.7719], [-0.0199, 0.7501, -4.5410], [-1.3274, -1.4781, -4.4440], [1.5501, -1.7147, -1.0513], [-0.9965, -2.5420, -2.2566], [-1.0731, 3.3658, 0.0645], [0.0579, 3.7078, -1.7271], [0.8316, 2.8783, 0.0569], [0.8575, 1.0531, 2.9998], [-0.2158, -0.1605, 2.0823], [0.4693, -1.8116, 2.2400], [-1.9594, -0.1897, 2.4486], [-0.1347, 0.2492, 0.6094], [0.7415, 1.1173, 4.1291], [0.7376, 2.0723, 2.5276], [1.9263, 0.7481, 2.7656], [0.4069, -2.2185, 3.2433], [-0.0104, -2.4315, 1.4805], [1.5003, -1.8278, 1.8995], [-2.4997, 0.5698, 1.8901], [-2.3622, -1.1224, 2.0423], [-2.1681, -0.0713, 3.5052]]
}